Entry 1:
{
  "formula": "C45H38ClLuN5O8P",
  "method": "the ωB97M-V functional and the def2-TZVPD basis",
  "multiplicity": 1,
  "fmax_ev_per_a": 1.4,
  "total_charge": 0,
  "e_above_lowest_kj_mol": 0.0,
  "gap_ev": 7.42,
  "elements": ["Lu", "Cl", "C", "C", "C", "C", "O", "C", "C", "O", "C", "H", "H", "H", "H", "O", "C", "O", "C", "C", "C", "C", "C", "C", "P", "C", "C", "C", "C", "C", "C", "C", "C", "C", "C", "C", "C", "H", "H", "H", "H", "H", "H", "H", "H", "H", "H", "H", "H", "H", "H", "O", "C", "O", "C", "C", "C", "C", "C", "C", "N", "C", "C", "C", "C", "C", "C", "N", "H", "H", "H", "H", "H", "H", "H", "H", "H", "H", "O", "N", "O", "N", "C", "N", "C", "C", "C", "C", "C", "H", "H", "H", "H", "H", "H", "H", "H", "H", "H"],
  "coordinates": [[-0.302, -0.807, -0.507], [5.974, -4.210, -3.302], [4.381, -3.606, -2.941], [3.252, -4.289, -3.431], [1.988, -3.842, -3.159], [1.752, -2.679, -2.368], [0.558, -2.304, -2.107], [2.920, -1.987, -1.915], [2.832, -0.754, -1.208], [1.801, -0.111, -0.977], [4.214, -2.479, -2.197], [3.399, -5.182, -4.027], [1.124, -4.385, -3.528], [3.788, -0.332, -0.868], [5.076, -1.940, -1.816], [-3.559, 0.265, 1.816], [-2.356, 0.130, 1.956], [-1.556, -0.458, 1.141], [-1.662, 0.689, 3.179], [-2.422, 0.839, 4.334], [-1.837, 1.267, 5.513], [-0.473, 1.538, 5.546], [0.285, 1.410, 4.393], [-0.296, 1.017, 3.184], [0.748, 0.911, 1.658], [2.175, -0.013, 2.413], [1.888, -1.104, 3.240], [2.903, -1.860, 3.801], [4.232, -1.545, 3.544], [4.532, -0.462, 2.734], [3.510, 0.303, 2.176], [1.506, 2.593, 1.517], [2.214, 2.839, 0.331], [2.841, 4.059, 0.110], [2.751, 5.071, 1.058], [2.016, 4.857, 2.212], [1.392, 3.635, 2.435], [-3.476, 0.595, 4.287], [-2.435, 1.364, 6.413], [0.001, 1.839, 6.473], [1.352, 1.596, 4.434], [0.854, -1.357, 3.447], [2.656, -2.707, 4.432], [5.027, -2.138, 3.982], [5.566, -0.196, 2.543], [3.767, 1.157, 1.562], [2.258, 2.063, -0.424], [3.394, 4.219, -0.808], [3.233, 6.027, 0.886], [1.909, 5.652, 2.942], [0.799, 3.509, 3.330], [-2.253, 6.443, 3.804], [-1.766, 6.631, 2.558], [-1.372, 7.716, 2.237], [-1.732, 5.441, 1.652], [-0.899, 5.508, 0.540], [-0.761, 4.418, -0.294], [-1.472, 3.243, -0.039], [-2.345, 3.187, 1.037], [-2.464, 4.281, 1.878], [-1.275, 2.122, -0.890], [-1.711, 2.247, -2.069], [-1.319, 1.351, -3.173], [-1.890, 1.534, -4.420], [-1.396, 0.814, -5.497], [-0.322, -0.027, -5.285], [0.176, -0.160, -3.994], [-0.323, 0.487, -2.947], [-2.490, 5.521, 3.945], [-0.350, 6.421, 0.358], [-0.079, 4.448, -1.137], [-2.958, 2.307, 1.192], [-3.172, 4.207, 2.699], [-2.325, 3.106, -2.353], [-2.703, 2.239, -4.539], [-1.828, 0.931, -6.482], [0.132, -0.580, -6.098], [1.006, -0.822, -3.796], [0.965, -2.242, 0.622], [0.148, -3.194, 0.739], [-0.940, -2.955, 0.181], [-2.280, -1.203, -1.809], [-2.597, -2.281, -2.106], [-2.961, -3.457, -2.557], [-1.969, -4.304, -3.256], [-1.349, -5.324, -2.294], [-2.350, -5.717, -1.190], [-3.785, -5.620, -1.706], [-4.134, -4.155, -1.978], [-1.213, -3.655, -3.690], [-2.502, -4.804, -4.065], [-0.456, -4.896, -1.841], [-1.049, -6.200, -2.874], [-2.229, -5.034, -0.348], [-2.134, -6.720, -0.822], [-4.501, -6.021, -0.989], [-3.890, -6.205, -2.623], [-4.401, -3.649, -1.053], [-4.975, -4.073, -2.668]]
}


Entry 2:
{
  "formula": "C17H20N4O6",
  "method": "the ωB97M-V functional and the def2-TZVPD basis",
  "smiles": "CCOC(=O)c1nnn(CC(=O)Nc2cccc(OC)c2)c1C(=O)OCC",
  "multiplicity": 1,
  "fmax_ev_per_a": 1.4,
  "total_charge": 0,
  "e_above_lowest_kj_mol": 154.9,
  "gap_ev": 9.26,
  "elements": ["C", "C", "O", "C", "O", "C", "N", "N", "N", "C", "C", "O", "N", "C", "C", "C", "C", "C", "O", "C", "C", "C", "C", "O", "O", "C", "C", "H", "H", "H", "H", "H", "H", "H", "H", "H", "H", "H", "H", "H", "H", "H", "H", "H", "H", "H", "H"],
  "coordinates": [[-3.110, 2.756, 3.572], [-2.054, 3.846, 3.456], [-1.304, 3.715, 2.248], [-0.283, 2.867, 2.263], [0.066, 2.214, 3.216], [0.408, 2.817, 0.963], [0.143, 3.609, -0.100], [0.936, 3.322, -1.051], [1.764, 2.356, -0.656], [2.731, 1.753, -1.524], [2.385, 0.267, -1.771], [3.224, -0.596, -1.693], [1.073, 0.089, -2.050], [0.369, -1.116, -2.204], [0.996, -2.357, -2.255], [0.221, -3.492, -2.394], [-1.159, -3.423, -2.487], [-1.786, -2.181, -2.441], [-3.128, -1.978, -2.523], [-3.971, -3.096, -2.667], [-1.012, -1.032, -2.298], [1.465, 1.983, 0.608], [2.193, 0.897, 1.316], [3.372, 0.939, 1.544], [1.364, -0.092, 1.601], [1.916, -1.248, 2.242], [2.279, -2.303, 1.207], [-3.705, 2.920, 4.466], [-3.762, 2.771, 2.702], [-2.632, 1.782, 3.640], [-2.512, 4.835, 3.396], [-1.367, 3.801, 4.308], [2.728, 2.308, -2.465], [3.726, 1.793, -1.072], [0.489, 0.914, -2.106], [2.068, -2.426, -2.187], [0.703, -4.457, -2.433], [-1.728, -4.332, -2.595], [-3.887, -3.775, -1.812], [-4.983, -2.697, -2.711], [-3.757, -3.644, -3.590], [-1.517, -0.078, -2.261], [1.134, -1.602, 2.917], [2.797, -0.946, 2.814], [1.398, -2.596, 0.640], [2.687, -3.176, 1.707], [3.022, -1.912, 0.516]]
}


Entry 3:
{
  "formula": "C21H35NO5",
  "method": "the ωB97M-V functional and the def2-TZVPD basis",
  "smiles": "CCO[C@@H]1OC(C(=O)N2CCOCC2)=C[C@H](C2CCCCC2)[C@H]1CCCO",
  "multiplicity": 1,
  "fmax_ev_per_a": 0.7,
  "total_charge": 0,
  "e_above_lowest_kj_mol": 73.9,
  "gap_ev": 9.47,
  "elements": ["C", "C", "O", "C", "O", "C", "C", "O", "N", "C", "C", "O", "C", "C", "C", "C", "C", "C", "C", "C", "C", "C", "C", "C", "C", "C", "O", "H", "H", "H", "H", "H", "H", "H", "H", "H", "H", "H", "H", "H", "H", "H", "H", "H", "H", "H", "H", "H", "H", "H", "H", "H", "H", "H", "H", "H", "H", "H", "H", "H", "H", "H"],
  "coordinates": [[-3.490, 3.629, 0.854], [-3.301, 2.199, 1.352], [-1.931, 1.853, 1.526], [-1.260, 1.477, 0.376], [-1.775, 0.214, -0.027], [-1.113, -0.315, -1.105], [-1.879, -1.212, -2.025], [-1.618, -1.217, -3.218], [-2.853, -1.993, -1.503], [-3.040, -2.331, -0.110], [-2.596, -3.784, 0.111], [-3.300, -4.669, -0.727], [-3.111, -4.341, -2.087], [-3.562, -2.907, -2.379], [0.149, 0.005, -1.391], [1.030, 0.805, -0.484], [2.184, -0.094, 0.033], [1.690, -1.460, 0.514], [2.847, -2.264, 1.100], [3.942, -2.455, 0.054], [4.428, -1.104, -0.459], [3.265, -0.296, -1.030], [0.244, 1.436, 0.684], [0.686, 2.870, 0.996], [2.115, 3.002, 1.516], [2.442, 4.460, 1.851], [2.375, 5.309, 0.731], [-4.550, 3.867, 0.831], [-2.984, 4.324, 1.518], [-3.088, 3.751, -0.149], [-3.738, 2.089, 2.348], [-3.780, 1.485, 0.674], [-1.437, 2.183, -0.459], [-2.475, -1.661, 0.532], [-4.106, -2.242, 0.126], [-2.808, -4.099, 1.134], [-1.514, -3.864, -0.079], [-3.702, -5.058, -2.659], [-2.049, -4.447, -2.355], [-3.336, -2.636, -3.411], [-4.635, -2.810, -2.190], [0.583, -0.396, -2.291], [1.480, 1.612, -1.076], [2.645, 0.413, 0.886], [1.260, -2.008, -0.326], [0.907, -1.335, 1.265], [2.486, -3.236, 1.443], [3.258, -1.737, 1.964], [4.776, -3.012, 0.485], [3.545, -3.037, -0.781], [5.189, -1.249, -1.228], [4.886, -0.548, 0.364], [2.847, -0.826, -1.887], [3.629, 0.673, -1.382], [0.353, 0.826, 1.585], [0.578, 3.483, 0.098], [0.005, 3.269, 1.750], [2.826, 2.651, 0.765], [2.241, 2.402, 2.419], [1.711, 4.857, 2.559], [3.439, 4.516, 2.314], [2.986, 4.983, 0.061]]
}


Entry 4:
{
  "formula": "C12H20N2",
  "method": "the ωB97M-V functional and the def2-TZVPD basis",
  "multiplicity": 1,
  "fmax_ev_per_a": 5.1,
  "total_charge": 0,
  "e_above_lowest_kj_mol": 422.4,
  "gap_ev": 9.28,
  "elements": ["C", "C", "C", "C", "C", "C", "C", "C", "C", "C", "C", "C", "N", "N", "H", "H", "H", "H", "H", "H", "H", "H", "H", "H", "H", "H", "H", "H", "H", "H", "H", "H", "H", "H"],
  "coordinates": [[0.150, 0.084, -2.454], [1.226, 1.467, 1.065], [0.197, 0.979, 0.409], [2.396, 0.629, 1.379], [2.611, -0.317, 0.191], [0.246, -0.414, -0.113], [-0.757, 3.091, -0.739], [-1.363, -1.339, 1.585], [-2.312, -0.988, -0.776], [1.642, -2.115, -1.013], [-1.053, 1.703, -0.066], [-1.075, -1.217, 0.071], [0.131, 0.695, -3.435], [1.401, -1.030, -0.099], [1.154, 2.509, 1.441], [3.269, 1.104, 1.559], [2.081, 0.036, 2.280], [3.091, 0.230, -0.663], [3.388, -1.048, 0.527], [-1.750, 3.438, -1.100], [0.081, 2.872, -1.504], [-0.402, 3.811, 0.055], [-0.454, -1.411, 2.149], [-2.052, -2.164, 1.840], [-1.875, -0.473, 1.956], [-2.136, -0.459, -1.627], [-2.951, -0.414, -0.015], [-2.673, -2.019, -0.870], [1.297, -3.000, -0.633], [1.031, -1.935, -1.944], [2.748, -2.235, -1.212], [-1.567, 1.047, -0.696], [-1.610, 1.924, 0.886], [-0.809, -2.245, -0.183]]
}


Entry 5:
{
  "formula": "C3H7NO2",
  "method": "the ωB97M-V functional and the def2-TZVPD basis",
  "smiles": "[H]/N=C/O.C1CO1",
  "multiplicity": 1,
  "fmax_ev_per_a": 0.5,
  "total_charge": 0,
  "e_above_lowest_kj_mol": 241.3,
  "gap_ev": 11.27,
  "elements": ["H", "N", "C", "O", "H", "H", "C", "C", "O", "H", "H", "H", "H"],
  "coordinates": [[2.384, 1.038, -1.269], [1.657, 0.698, -0.646], [2.168, 0.081, 0.341], [1.453, -0.461, 1.320], [3.238, -0.082, 0.506], [0.499, -0.239, 1.173], [-1.899, -0.784, 0.058], [-1.409, 0.448, -0.555], [-1.173, 0.169, 0.832], [-2.949, -0.875, 0.329], [-1.375, -1.720, -0.128], [-2.096, 1.274, -0.723], [-0.506, 0.433, -1.159]]
}


Entry 6:
{
  "formula": "C7H6N4S",
  "method": "the ωB97M-V functional and the def2-TZVPD basis",
  "smiles": "Nc1nccc(-c2nccs2)n1",
  "multiplicity": 1,
  "fmax_ev_per_a": 15.8,
  "total_charge": 0,
  "e_above_lowest_kj_mol": 331.4,
  "gap_ev": 8.49,
  "elements": ["N", "C", "N", "C", "C", "C", "C", "N", "C", "C", "S", "N", "H", "H", "H", "H", "H", "H"],
  "coordinates": [[3.135, -1.427, -0.099], [2.317, -0.412, -0.069], [2.824, 0.820, 0.040], [1.992, 1.785, 0.031], [0.599, 1.631, 0.072], [0.121, 0.234, -0.026], [-1.326, -0.025, -0.012], [-1.802, -1.203, 0.103], [-3.132, -1.296, 0.075], [-3.746, -0.054, -0.025], [-2.573, 1.178, -0.163], [0.977, -0.721, -0.067], [4.155, -1.345, -0.210], [2.831, -2.165, -0.297], [2.302, 2.674, 0.166], [-0.131, 2.612, 0.327], [-3.876, -2.330, 0.306], [-4.666, 0.044, -0.152]]
}


Entry 7:
{
  "formula": "C13H18F5I2OP2Sc",
  "method": "the ωB97M-V functional and the def2-TZVPD basis",
  "multiplicity": 1,
  "fmax_ev_per_a": 6.5,
  "total_charge": 2,
  "e_above_lowest_kj_mol": 40.9,
  "gap_ev": 5.21,
  "elements": ["I", "I", "Sc", "P", "C", "C", "H", "H", "H", "H", "H", "H", "C", "H", "H", "H", "P", "C", "C", "H", "H", "H", "C", "H", "H", "H", "H", "H", "H", "C", "O", "F", "C", "C", "C", "F", "C", "F", "C", "F", "C", "F"],
  "coordinates": [[-1.897, 1.182, -0.919], [0.177, 2.022, -2.986], [0.869, -0.696, 0.598], [-0.518, -2.325, -0.935], [-1.144, -3.768, 0.042], [-1.823, -2.266, -2.245], [-2.088, -3.284, -2.585], [0.444, -4.249, -2.141], [-1.455, -1.689, -3.105], [0.932, -2.674, -2.878], [-2.167, -3.531, 0.381], [-2.715, -1.772, -1.839], [0.775, -3.217, -1.931], [-1.149, -4.672, -0.601], [1.720, -3.244, -1.361], [-0.485, -3.906, 0.914], [-0.536, 4.019, -1.724], [-0.613, 4.300, 0.078], [0.558, 5.307, -2.411], [-2.138, 3.667, -3.503], [-2.342, 5.288, -2.757], [-2.949, 3.797, -1.918], [-2.156, 4.221, -2.551], [0.890, 4.999, -3.417], [0.026, 6.273, -2.480], [-0.766, 5.377, 0.289], [0.326, 3.973, 0.556], [1.454, 5.415, -1.770], [-1.433, 3.734, 0.545], [0.082, 1.004, 1.739], [-0.319, 1.834, 2.446], [-0.951, -1.961, 4.017], [0.313, -2.219, 3.601], [0.656, -1.906, 2.289], [2.041, -1.971, 2.079], [2.756, -1.322, 0.871], [3.007, -2.325, 3.006], [4.313, -2.296, 2.714], [2.630, -2.643, 4.285], [3.503, -3.058, 5.221], [1.267, -2.606, 4.554], [0.902, -2.812, 5.831]]
}


Entry 8:
{
  "formula": "C4H11NO2",
  "method": "the ωB97M-V functional and the def2-TZVPD basis",
  "smiles": "CC(C)C(N)=O.O",
  "multiplicity": 1,
  "fmax_ev_per_a": 5.4,
  "total_charge": 0,
  "e_above_lowest_kj_mol": 190.6,
  "gap_ev": 9.97,
  "elements": ["C", "C", "C", "C", "N", "O", "H", "H", "H", "H", "H", "H", "H", "H", "H", "O", "H", "H"],
  "coordinates": [[2.567, 0.087, -0.639], [1.197, 0.743, -0.330], [0.174, 0.980, -1.408], [0.598, -0.016, 0.787], [-0.559, 0.352, 1.520], [1.319, -0.910, 1.224], [3.176, 0.162, 0.229], [2.273, -0.939, -0.959], [3.174, 0.401, -1.537], [1.488, 1.715, 0.277], [-0.827, 0.692, -1.107], [0.493, 0.723, -2.380], [0.022, 2.151, -1.681], [-1.355, 0.901, 0.971], [-1.022, -0.206, 2.189], [-4.542, -2.143, 0.739], [-3.780, -1.588, 1.096], [-4.397, -3.103, 1.009]]
}